Entry 1:
Molecular formula: C42H48BCsN16O4S3
Method: DFT, ωB97M-V/def2-TZVPD

CARTESIAN COORDINATES (ANGSTROEM)
Cs 0.3248 0.4441 -0.2782
C 1.4447 -3.1011 3.1574
C 0.1638 -2.5511 3.7075
C -0.4703 -2.8852 4.9235
C -1.6089 -2.1056 4.9548
C -2.6732 -2.0724 6.0104
N -1.6156 -1.3598 3.8230
N -0.5310 -1.6374 3.0523
B -2.6867 -0.2983 3.4383
N -2.0525 1.1126 3.3570
N -1.1942 1.4485 2.3665
C -0.7462 2.6615 2.6430
C 0.2444 3.3567 1.7592
C -1.3270 3.1367 3.8394
C -2.1458 2.1112 4.2672
C -3.0048 2.0586 5.4916
N -3.4145 -0.6686 2.1281
N -2.7647 -0.8761 0.9554
C -3.6793 -1.2418 0.0752
C -3.3125 -1.5519 -1.3441
C -4.9582 -1.2779 0.6795
C -4.7424 -0.9118 1.9897
C -5.7431 -0.7833 3.0963
H 1.8264 -3.8889 3.8088
H 2.2067 -2.3224 3.0768
H 1.2826 -3.5225 2.1619
H -0.1485 -3.6022 5.6662
H -2.4245 -2.7990 6.7849
H -3.6551 -2.3232 5.6040
H -2.7566 -1.0902 6.4778
H -3.4993 -0.2933 4.3240
H 0.8274 2.6266 1.2005
H 0.9364 3.9445 2.3645
H -0.2576 4.0226 1.0524
H -1.1652 4.0868 4.3292
H -2.9647 3.0239 5.9965
H -2.6666 1.2925 6.1924
H -4.0453 1.8381 5.2440
H -2.2543 -1.8068 -1.4159
H -3.4906 -0.6967 -2.0028
H -3.9014 -2.3935 -1.7158
H -5.9023 -1.5423 0.2239
H -6.7365 -1.0102 2.7080
H -5.7574 0.2272 3.5094
H -5.5299 -1.4691 3.9181
C 5.1558 2.8281 1.9798
C 3.8853 2.0275 1.9518
N 3.2947 1.6605 0.8781
N 3.7663 2.0891 -0.3106
C 3.4373 1.3695 -1.3776
O 3.0319 0.1760 -1.4109
C 3.6786 2.0724 -2.6873
C 2.9285 1.6925 -3.7955
C 3.1205 2.3116 -5.0246
C 4.0915 3.2953 -5.1588
C 4.8580 3.6673 -4.0583
C 4.6469 3.0645 -2.8251
C 3.2098 1.6411 3.2180
C 3.7757 1.9356 4.4604
C 3.0939 1.5888 5.6178
C 1.8625 0.9659 5.5213
C 1.3683 0.7075 4.2454
N 2.0192 1.0224 3.1326
H 5.3637 3.1660 0.9663
H 6.0018 2.2264 2.3288
H 5.0636 3.6994 2.6359
H 2.1846 0.9104 -3.6955
H 2.5061 2.0212 -5.8691
H 4.2546 3.7711 -6.1207
H 5.6206 4.4309 -4.1635
H 5.2223 3.3568 -1.9565
H 4.7368 2.4306 4.5220
H 3.5249 1.8090 6.5875
H 1.2949 0.6856 6.3990
H 0.4052 0.2217 4.1047
C 5.3479 -3.4861 0.3193
C 4.0212 -3.8930 -0.2010
N 3.7319 -5.0191 -0.7658
N 2.3904 -4.8916 -1.0399
C 1.8451 -3.7146 -0.6767
S 0.2672 -3.2117 -0.8147
N 2.9228 -3.0722 -0.1351
N 2.9677 -1.8239 0.4788
H 6.0341 -4.3264 0.2500
H 5.2480 -3.1585 1.3545
H 5.7380 -2.6411 -0.2497
H 1.8870 -5.6256 -1.4968
H 3.1664 -1.0790 -0.2111
H 2.0503 -1.6008 0.8538
N -5.0293 -2.8730 -7.6440
C -3.9030 -2.1056 -7.2909
C -3.5033 -1.0313 -8.0838
C -2.3718 -0.2999 -7.7526
C -1.6285 -0.6425 -6.6334
C -2.0171 -1.7122 -5.8391
C -3.1495 -2.4383 -6.1661
S -0.1439 0.2646 -6.2396
O 0.9515 -0.5450 -6.7126
O -0.3077 1.5685 -6.8542
N -0.0997 0.2945 -4.6607
C -0.9908 0.9820 -3.9165
S -2.1956 2.1601 -4.5572
C -2.8095 2.3887 -2.9657
C -2.0849 1.6608 -2.0896
N -1.1025 0.8579 -2.6049
H -5.7142 -2.3697 -8.1823
H -5.4517 -3.3565 -6.8689
H -4.0917 -0.7656 -8.9577
H -2.0637 0.5585 -8.3392
H -1.4382 -1.9533 -4.9535
H -3.4633 -3.2678 -5.5396
H -3.6257 3.0633 -2.7541
H -2.2971 1.6034 -1.0268
O 0.3615 3.6785 -2.8255
C -0.2826 3.6695 -1.9043

## Properties
Maximum force: 1.21 eV/A
Net charge: -2
Calculated total energy: -110099.94546 eV

These are the Mulliken partial charges, in e, on atoms 1 to 8: 1.2598, -1.0637, 0.9231, -1.7380, 0.9437, -1.2512, 1.4479, -0.1303



Entry 2:
Molecular formula: C42H48NO3P2RuS
Method: DFT, ωB97M-V/def2-TZVPD

CARTESIAN COORDINATES (ANGSTROEM)
Ru -0.2570 -0.1895 -0.0346
C 0.2067 -2.8631 3.8277
C -0.5364 -2.0948 2.7418
C -1.9529 -1.7539 3.1958
O 0.1289 -0.8686 2.4423
C -0.6763 -2.9782 1.4237
O -0.7619 -4.1855 1.5581
O -0.7019 -2.3294 0.3475
H 0.1545 -2.3120 4.7658
H 1.2525 -3.0057 3.5602
H -0.2574 -3.8383 3.9512
H -1.9211 -1.2371 4.1536
H -2.5348 -2.6653 3.2989
H -2.4192 -1.1081 2.4561
H 1.0830 -1.0384 2.4424
C 6.4582 -2.3783 -3.7891
S 6.3285 -0.9746 -4.9298
C 4.5097 -0.8423 -4.9918
C 3.9092 -0.1121 -3.7866
C 2.9005 -0.9978 -3.0483
N 1.9693 -0.2275 -2.2206
P 0.2534 -0.2782 -2.5574
C 0.3972 -0.2950 -4.4051
C 0.9907 0.7901 -5.0450
C 1.1132 0.8119 -6.4191
C 0.6170 -0.2405 -7.1738
C 0.0061 -1.3140 -6.5471
C -0.1036 -1.3446 -5.1644
C -0.1989 1.5031 -2.5016
C 0.6275 2.5263 -2.0542
C 0.1936 3.8373 -2.0931
C -1.0711 4.1391 -2.5737
C -1.8906 3.1273 -3.0497
C -1.4578 1.8176 -3.0179
P 2.2235 -0.1520 -0.5219
C 3.9841 0.3832 -0.5181
C 5.0566 -0.5051 -0.4541
C 6.3561 -0.0316 -0.4456
C 6.6066 1.3302 -0.4818
C 5.5478 2.2214 -0.5463
C 4.2480 1.7508 -0.5660
C 2.4010 -1.8856 0.0311
C 2.9684 -2.0905 1.2902
C 3.0285 -3.3630 1.8268
C 2.5343 -4.4436 1.1119
C 1.9787 -4.2445 -0.1407
C 1.8945 -2.9720 -0.6771
H 7.5118 -2.6177 -3.6937
H 5.9231 -3.2326 -4.1983
H 6.0499 -2.0956 -2.8227
H 4.1267 -1.8613 -5.0729
H 4.2962 -0.3176 -5.9212
H 3.4030 0.7930 -4.1169
H 4.7058 0.1946 -3.1076
H 3.4451 -1.7268 -2.4386
H 2.3165 -1.5506 -3.7920
H 1.3497 1.6164 -4.4493
H 1.5937 1.6501 -6.9030
H 0.6918 -0.2126 -8.2510
H -0.3838 -2.1299 -7.1402
H -0.5778 -2.1840 -4.6701
H 1.6177 2.2828 -1.6908
H 0.8421 4.6282 -1.7457
H -1.4171 5.1604 -2.5828
H -2.8677 3.3619 -3.4474
H -2.0831 1.0221 -3.4079
H 4.8722 -1.5700 -0.4070
H 7.1779 -0.7316 -0.4128
H 7.6227 1.6920 -0.4499
H 5.7408 3.2833 -0.5756
H 3.4246 2.4512 -0.6093
H 3.3679 -1.2395 1.8353
H 3.4583 -3.5113 2.8075
H 2.5765 -5.4366 1.5354
H 1.5928 -5.0827 -0.6983
H 1.4158 -2.8265 -1.6392
C -3.0703 3.0695 0.3122
C -2.4828 1.9022 1.1365
C -2.5725 2.2748 2.6321
C -1.0460 1.6899 0.8047
C -3.2977 0.6598 0.8143
C -3.0281 -0.0379 -0.3686
C -3.6846 -1.2268 -0.6616
C -4.6533 -1.7140 0.1989
C -4.9984 -0.9787 1.3188
C -4.3199 0.1922 1.6286
H -2.5278 3.9898 0.5175
H -4.1166 3.2099 0.5767
H -2.9959 2.8490 -0.7502
H -1.8348 3.0395 2.8664
H -2.3651 1.4012 3.2482
H -3.5569 2.6690 2.8717
H -0.4385 2.5891 0.9460
H -2.3941 0.4312 -1.1228
H -3.4388 -1.7632 -1.5669
H -5.1540 -2.6464 -0.0170
H -5.7924 -1.3215 1.9679
H -4.5911 0.7245 2.5274

## Properties
Maximum force: 4.42 eV/A
Net charge: 0
Multiplicity: 2
Calculated total energy: -83957.52897 eV

These are the Mulliken partial charges, in e, on atoms 1 to 8: -0.1093, -1.5592, 1.9265, -1.6223, -0.6714, -0.1412, -0.7271, -0.6629



Entry 3:
Molecular formula: C42H49BBrMoN8O2SSi
Method: DFT, ωB97M-V/def2-TZVPD

CARTESIAN COORDINATES (ANGSTROEM)
Mo -1.6018 0.4618 -0.5455
O 1.8031 0.1500 1.6833
S -0.5118 -0.6110 4.1950
O 0.5283 -1.5175 4.7307
N -2.3339 0.5848 1.0375
C -3.6321 0.2890 1.5257
C -4.0515 0.3944 2.8310
C -5.3382 -0.0489 3.1922
C -6.2560 -0.4927 2.2454
C -5.8582 -0.5087 0.8701
C -6.6727 -0.9451 -0.2051
C -6.1759 -0.8969 -1.4832
C -4.8436 -0.5498 -1.6990
N -4.0009 -0.2222 -0.7101
C -4.5128 -0.1523 0.5421
C -0.1618 1.0455 4.7699
C -0.7670 2.1071 4.1072
C -0.4954 3.3812 4.5585
C 0.3996 3.5954 5.5896
C 0.9910 2.5186 6.2297
C 0.7107 1.2323 5.8128
H -3.3533 0.8041 3.5509
H -5.6731 0.0294 4.2207
H -7.2657 -0.6908 2.5568
H -7.6645 -1.2490 0.0301
H -6.7850 -1.1160 -2.3176
H -4.4039 -0.5915 -2.6876
H -1.4272 1.9358 3.2627
H -0.9581 4.2120 4.0493
H 0.6028 4.6094 5.9088
H 1.6809 2.7312 7.0440
H 1.1963 0.3692 6.2558
B 0.2648 3.5352 -0.4768
N -0.9781 3.3720 -1.4062
C -1.4095 4.4351 -2.1006
C -2.7578 4.2374 -2.3694
C -3.0812 3.0006 -1.8444
N -1.9845 2.4816 -1.2499
N 0.7970 2.2316 0.1995
C 1.7135 2.4369 1.1621
C 2.1681 1.3906 1.9084
C 1.4270 -0.0674 0.3091
N 0.4221 0.9387 -0.1014
H 1.1442 4.0078 -1.2012
H -0.0132 4.3703 0.3556
H -0.7242 5.2449 -2.3239
H -3.3797 4.9357 -2.8889
H -4.0260 2.4837 -1.8328
H 2.0092 3.4392 1.4128
H 2.8011 1.4894 2.7844
H 0.8429 -1.0099 0.2734
Br -0.9050 -6.2254 3.3085
C -1.0052 -4.9604 1.9526
C -0.6666 -5.2497 0.6156
C -0.6932 -4.2295 -0.2851
C -1.0658 -2.9270 0.0759
C -1.3752 -2.6462 1.3841
C -1.3477 -3.6764 2.3297
N -1.1735 -1.8566 -0.8971
C -1.2926 -2.2202 -2.1138
C -1.4208 -1.2807 -3.2034
C -1.3077 -1.7350 -4.5025
C -1.2974 -0.8590 -5.5659
C -1.3924 0.4812 -5.2501
C -1.5407 0.9076 -3.9280
N -1.5233 0.0073 -2.9235
H -0.3091 -6.2278 0.3383
H -0.2882 -4.4232 -1.2642
H -1.6464 -1.6533 1.6923
H -1.5454 -3.4542 3.3593
H -1.2699 -3.2517 -2.4121
H -1.2838 -2.7928 -4.6570
H -1.2388 -1.2352 -6.5988
H -1.4147 1.2511 -6.0325
H -1.6728 1.9514 -3.6600
C 2.1615 -1.7212 -2.0669
Si 3.0544 -0.5581 -0.8082
C 4.2576 -1.6399 0.1788
C 5.1994 -2.3660 -0.8034
C 5.0839 -0.8785 1.2323
C 3.4399 -2.6729 0.9652
C 3.6106 0.8688 -1.9165
C 2.4758 1.1778 -2.9181
C 3.9894 2.1337 -1.1734
C 4.8336 0.3770 -2.7386
H 2.6581 -1.8209 -3.0452
H 1.1877 -1.2137 -2.2553
H 1.9716 -2.6962 -1.6507
H 5.8198 -1.6626 -1.3634
H 4.6896 -3.0443 -1.4980
H 5.8788 -2.9698 -0.2127
H 5.8516 -0.2369 0.7637
H 5.6065 -1.6119 1.8481
H 4.4342 -0.2746 1.8668
H 2.7201 -3.1780 0.3379
H 2.9237 -2.1710 1.7790
H 4.1191 -3.4007 1.3969
H 1.4998 1.3056 -2.4472
H 2.3959 0.4077 -3.6980
H 2.7483 2.1129 -3.3957
H 3.1044 2.6897 -0.8877
H 4.5766 2.7760 -1.8467
H 4.5756 1.9210 -0.2781
H 4.6952 -0.6120 -3.1976
H 5.7260 0.3807 -2.1320
H 4.9832 1.0712 -3.5584

## Properties
Maximum force: 1.79 eV/A
Net charge: +1
Multiplicity: 3
Calculated total energy: -151647.10682 eV

These are the Mulliken partial charges, in e, on atoms 1 to 8: -0.1322, 0.0221, 0.5416, -0.5159, 0.4376, 0.2798, -0.3459, -0.8847



Entry 4:
Molecular formula: C42H49BCsN4O4
Method: DFT, ωB97M-V/def2-TZVPD

CARTESIAN COORDINATES (ANGSTROEM)
Cs -0.9757 0.3079 0.3276
N 2.7941 -0.1743 1.7606
C 2.8789 0.7538 0.6284
C 2.9397 -0.0030 -0.6855
N 2.8300 0.9220 -1.8083
H 2.4515 0.3225 2.5746
H 3.7039 -0.5522 1.9957
H 3.7324 1.4423 0.7090
H 1.9825 1.3765 0.6519
H 2.1030 -0.7014 -0.7226
H 3.8527 -0.6204 -0.7142
H 2.5677 0.4498 -2.6617
H 3.6915 1.4253 -1.9717
C -4.3551 -4.8044 -0.8778
C -3.3089 -4.2393 -0.1637
C -2.8656 -2.9581 -0.4667
C -3.4754 -2.2232 -1.4815
C -4.5255 -2.7947 -2.1996
C -4.9568 -4.0752 -1.8993
N -3.0070 -0.8837 -1.6707
N -3.4125 -0.3479 -2.7137
C -2.9826 0.9960 -2.9378
C -3.7939 1.6636 -3.8676
C -3.5365 2.9891 -4.1546
C -2.4555 3.6076 -3.5224
C -1.6548 2.8964 -2.6344
C -1.8570 1.5427 -2.2950
H -4.7025 -5.8022 -0.6391
H -2.8301 -4.7991 0.6314
H -2.0473 -2.5178 0.0950
H -4.9909 -2.2097 -2.9808
H -5.7778 -4.5086 -2.4581
H -4.6222 1.1352 -4.3304
H -4.1567 3.5364 -4.8551
H -2.2367 4.6502 -3.7372
H -0.8198 3.4322 -2.1838
C -0.2263 9.4301 4.1533
C 0.6923 8.2793 4.5866
C 0.7561 8.2365 6.1195
C 2.0983 8.5761 4.0632
C 0.1448 6.9511 4.0557
C -1.1347 6.5418 4.4314
C -1.6952 5.3424 3.9856
C -0.9346 4.5506 3.1531
O -1.2225 3.3450 2.5966
B -0.0738 2.9096 1.7955
O 0.8733 4.0035 1.9523
C 0.3351 4.9452 2.7656
C 0.8916 6.1303 3.1994
H 0.1563 10.3851 4.5251
H -1.2386 9.2979 4.5366
H -0.2859 9.4814 3.0646
H 1.1466 9.1797 6.5129
H 1.4089 7.4268 6.4515
H -0.2303 8.0696 6.5538
H 2.4439 9.5302 4.4685
H 2.1132 8.6478 2.9743
H 2.8096 7.8053 4.3651
H -1.7251 7.1709 5.0876
H -2.6967 5.0484 4.2753
H 1.8858 6.3966 2.8694
C -3.0364 -2.6701 3.2278
C -2.2703 -1.3773 3.3720
O -1.2884 -1.1734 2.6864
C -2.7357 -0.3457 4.3480
C -2.0130 0.8404 4.4412
C -2.4032 1.8243 5.3345
C -3.5201 1.6285 6.1354
C -4.2547 0.4529 6.0371
C -3.8640 -0.5319 5.1442
H -2.4219 -3.3780 2.6758
H -3.9550 -2.4896 2.6640
H -3.3110 -3.0924 4.1945
H -1.1556 0.9974 3.7980
H -1.8410 2.7467 5.3861
H -3.8263 2.3981 6.8334
H -5.1322 0.3060 6.6540
H -4.4454 -1.4417 5.0682
C -0.8517 -7.4753 3.4252
C -0.4848 -6.5714 2.2800
C 0.1475 -5.3581 2.5000
C 0.4879 -4.4972 1.4583
C 1.1923 -3.2132 1.7910
C 0.1514 -4.8742 0.1478
C 0.4018 -3.9719 -1.0025
O 1.0565 -2.9559 -0.9736
C -0.4746 -6.1114 -0.0984
C -0.8494 -6.5686 -1.4886
C -0.7774 -6.9396 0.9702
H -0.4706 -7.0899 4.3700
H -0.4483 -8.4785 3.2770
H -1.9361 -7.5699 3.5114
H 0.3936 -5.0633 3.5145
H 1.3276 -3.1281 2.8685
H 0.6341 -2.3456 1.4501
H 2.1619 -3.1435 1.3002
H 0.0093 -4.3253 -1.9717
H -1.6095 -5.9200 -1.9281
H -1.2591 -7.5772 -1.4464
H 0.0080 -6.5832 -2.1620
H -1.2605 -7.8927 0.7799

## Properties
Maximum force: 0.78 eV/A
Net charge: -1
Calculated total energy: -59723.86444 eV

These are the Mulliken partial charges, in e, on atoms 1 to 8: 1.6848, -0.3458, -0.2075, 0.2344, -0.5492, 0.1949, 0.2016, 0.2964